# 1
Formula: C9H12NO2PS
Source: the Open Molecules 2025 dataset
Level of theory: wB97M-V/def2-TZVPD

Energy above the lowest of the compared OMol25 structures with the same formula, charge and spin: 199.5 kJ/mol
Structure (SMILES): [H]/N=C1/C=CC=C(CC)[C@@H]1OSOP=C
E: -1294.75419 Eh
HOMO-LUMO gap: 7.93 eV

The geometry in ORCA input format:
```
! RIJCOSX wB97M-V def2-TZVPD def2/J DEFGRID3
* xyz 0 1
H 0.04 2.80 -1.33
N -0.01 1.92 -1.77
C 0.19 0.76 -1.27
C 0.21 -0.32 -2.29
C 0.56 -1.57 -1.89
C 0.90 -1.93 -0.48
C 0.82 -1.03 0.52
C 1.14 -1.30 1.98
C 2.29 -0.58 2.59
C 0.28 0.35 0.17
O -1.14 0.35 0.54
S -1.93 1.54 1.32
O -2.13 2.75 0.22
P -2.62 2.60 -1.39
C -3.41 1.14 -1.36
H 0.06 -0.12 -3.24
H 0.68 -2.47 -2.61
H 1.25 -2.98 -0.19
H 0.20 -1.02 2.35
H 1.29 -2.31 1.94
H 2.00 0.40 3.14
H 3.04 -0.18 1.73
H 2.89 -1.13 3.33
H 0.68 1.13 0.71
H -3.78 0.65 -2.21
H -3.51 0.54 -0.49
*
```

Results of the Löwdin charge analysis, in e, for atoms 1 through 8: 0.026, 0.107, -0.307, -0.012, -0.039, -0.026, -0.180, -0.217

***

# 2
Formula: C9H12NO3
Source: the Open Molecules 2025 dataset
Level of theory: wB97M-V/def2-TZVPD

Energy above the lowest of the compared OMol25 structures with the same formula, charge and spin: 237.2 kJ/mol
E: -630.25048 Eh
HOMO-LUMO gap: 7.64 eV

The geometry in ORCA input format:
```
! RIJCOSX wB97M-V def2-TZVPD def2/J DEFGRID3
* xyz 1 1
C -0.70 -2.37 -2.51
C -0.35 -1.70 -1.32
C -1.90 -1.91 -2.99
C -1.44 -0.83 -1.07
C 0.82 1.99 1.86
C -0.32 -0.23 1.85
C 1.76 1.62 -0.14
C -1.76 0.10 -0.12
C 1.00 0.46 1.79
N 1.50 0.28 0.41
O -2.40 -1.05 -2.08
O 0.79 2.43 0.50
O -1.25 0.44 0.98
H -0.26 -3.20 -2.92
H 0.51 -1.71 -0.72
H -2.33 -2.08 -4.00
H -0.17 2.37 2.28
H 1.59 2.60 2.32
H -0.11 -1.32 1.64
H -0.66 0.03 2.89
H 2.73 2.05 0.06
H 1.47 1.58 -1.26
H -2.57 0.68 -0.39
H 1.66 0.17 2.57
H 2.37 -0.41 0.36
*
```

Results of the Löwdin charge analysis, in e, for atoms 1 through 8: -0.007, 0.105, 0.003, -0.155, -0.131, -0.079, -0.208, 0.016

***

# 3
Formula: C9H12NO3S
Source: the Open Molecules 2025 dataset
Level of theory: wB97M-V/def2-TZVPD

Energy above the lowest of the compared OMol25 structures with the same formula, charge and spin: 253.9 kJ/mol
E: -1028.72264 Eh
HOMO-LUMO gap: 6.76 eV

The geometry in ORCA input format:
```
! RIJCOSX wB97M-V def2-TZVPD def2/J DEFGRID3
* xyz -1 1
C 2.58 -0.16 -0.70
C 3.42 2.12 -0.51
C 4.67 0.37 0.70
C 1.45 -0.74 -1.02
C 1.19 -2.23 -1.31
C -0.87 2.01 0.27
C 0.06 -0.09 1.36
C 0.24 0.18 -1.09
C 0.19 0.87 0.24
N 4.29 1.60 0.19
O 2.73 2.77 -1.18
O 5.56 0.26 1.48
O 3.90 -2.10 0.83
S 4.04 -1.09 -0.29
H 0.21 -2.35 -0.94
H 1.87 -2.95 -0.89
H 1.15 -2.33 -2.41
H -0.83 2.67 -0.58
H -1.89 1.53 0.12
H -0.80 2.47 1.18
H 0.80 -0.96 1.41
H -0.32 0.32 2.30
H -0.80 -0.83 1.04
H -0.78 -0.18 -1.19
H 0.41 0.69 -2.03
H 1.15 1.35 0.45
*
```

Results of the Löwdin charge analysis, in e, for atoms 1 through 8: -0.290, -0.363, -0.601, -0.424, -0.060, -0.064, -0.086, -0.182

***

# 4
Formula: C9H12NO3S
Source: the Open Molecules 2025 dataset
Level of theory: wB97M-V/def2-TZVPD

Energy above the lowest of the compared OMol25 structures with the same formula, charge and spin: 0.0 kJ/mol
Structure (SMILES): CC(C)N(c1ccccc1)S(=O)(=O)[O-]
E: -1028.81935 Eh
HOMO-LUMO gap: 8.67 eV

The geometry in ORCA input format:
```
! RIJCOSX wB97M-V def2-TZVPD def2/J DEFGRID3
* xyz -1 1
C -1.33 1.03 1.47
C -1.47 -0.24 0.63
C -2.18 -1.18 1.75
N -0.19 -0.81 0.31
C 0.70 0.02 -0.40
C 2.00 -0.20 -0.03
C 3.04 0.55 -0.66
C 2.69 1.61 -1.44
C 1.39 1.90 -1.66
C 0.33 1.09 -1.13
S -0.57 -2.17 -0.91
O -1.05 -3.32 -0.11
O -1.54 -1.57 -1.78
O 0.71 -2.32 -1.58
H -0.43 0.99 2.22
H -1.22 2.03 0.83
H -2.25 1.19 2.17
H -2.15 0.04 -0.18
H -1.33 -1.32 2.47
H -2.47 -2.23 1.44
H -3.09 -0.78 2.09
H 2.22 -1.05 0.67
H 4.14 0.43 -0.57
H 3.54 2.26 -1.94
H 1.25 2.84 -2.38
H -0.74 1.20 -1.28
*
```

Results of the Löwdin charge analysis, in e, for atoms 1 through 8: -0.124, -0.481, -0.066, -0.104, -0.387, -0.015, -0.095, -0.193

***

# 5
Formula: C9H12NP
Source: the Open Molecules 2025 dataset
Level of theory: wB97M-V/def2-TZVPD

Energy above the lowest of the compared OMol25 structures with the same formula, charge and spin: 414.9 kJ/mol
E: -746.05560 Eh
HOMO-LUMO gap: 9.04 eV

The geometry in ORCA input format:
```
! RIJCOSX wB97M-V def2-TZVPD def2/J DEFGRID3
* xyz 0 1
C 2.02 -1.54 -0.28
C 2.38 -0.26 -0.43
C 0.63 -2.08 0.01
C -0.46 -1.63 0.56
C 1.51 0.93 -0.38
C -2.79 -0.22 -1.40
C 0.00 0.90 -0.72
C -0.91 0.29 0.41
C -0.68 1.03 1.82
N 2.11 2.05 -0.21
P -2.73 0.25 0.19
H 2.83 -2.33 -0.34
H 3.55 -0.08 -0.43
H 0.63 -3.12 0.07
H -1.19 -2.31 0.91
H -3.74 -0.44 -1.78
H -1.96 -0.60 -1.87
H -0.41 1.88 -0.57
H -0.21 0.70 -1.78
H 0.35 1.42 1.92
H -0.94 0.42 2.58
H -1.39 1.97 1.97
H 1.40 2.77 -0.25
*
```

Results of the Löwdin charge analysis, in e, for atoms 1 through 8: -0.077, -0.079, -0.150, 0.025, -0.377, -0.314, -0.145, -0.562

***

# 6
Formula: C9H12O2S
Source: the Open Molecules 2025 dataset
Level of theory: wB97M-V/def2-TZVPD

Energy above the lowest of the compared OMol25 structures with the same formula, charge and spin: 299.1 kJ/mol
E: -898.67495 Eh
HOMO-LUMO gap: 8.62 eV

The geometry in ORCA input format:
```
! RIJCOSX wB97M-V def2-TZVPD def2/J DEFGRID3
* xyz 0 1
C -1.98 -1.65 0.08
C -0.32 -3.49 0.66
C -0.70 -1.18 0.18
C 0.27 -2.26 0.58
C 1.29 0.21 -0.52
C 2.07 -0.70 0.47
C -0.20 0.15 -0.16
C -1.10 0.79 -1.30
C -0.43 1.13 1.10
O -2.70 -4.17 -0.53
O 1.57 -2.04 0.60
S -2.12 -3.42 0.60
H -2.93 -1.19 -0.31
H 0.14 -4.29 1.04
H 1.87 1.20 -0.45
H 1.56 -0.20 -1.59
H 3.11 -0.64 0.07
H 2.03 -0.44 1.57
H -0.39 1.55 -1.69
H -2.09 1.20 -0.97
H -1.32 -0.12 -1.97
H -0.54 2.05 0.67
H 0.31 1.11 1.89
H -1.39 0.66 1.47
*
```

Results of the Löwdin charge analysis, in e, for atoms 1 through 8: -0.138, -0.149, -0.207, -0.293, -0.126, -0.153, -0.502, -0.037

***

# 7
Formula: C9H12O3
Source: the Open Molecules 2025 dataset
Level of theory: wB97M-V/def2-TZVPD

Energy above the lowest of the compared OMol25 structures with the same formula, charge and spin: 104.3 kJ/mol
Structure (SMILES): C[C@]12CCC[C@](C)(OC1=O)C2=O
E: -575.82474 Eh
HOMO-LUMO gap: 9.97 eV

The geometry in ORCA input format:
```
! RIJCOSX wB97M-V def2-TZVPD def2/J DEFGRID3
* xyz 0 1
C -1.43 -2.44 0.36
C -0.76 -1.10 0.35
C 0.70 -1.23 0.62
C 1.39 0.14 0.94
C 1.07 1.19 -0.11
C -0.47 1.35 -0.28
C -0.99 2.49 -1.16
O -1.18 1.23 0.99
C -1.30 -0.11 1.41
O -1.80 -0.46 2.44
C -0.77 -0.15 -0.88
O -0.70 -0.40 -2.03
H -2.36 -2.53 -0.21
H -1.32 -2.86 1.35
H -0.68 -3.22 -0.12
H 0.81 -1.93 1.48
H 1.22 -1.61 -0.23
H 1.08 0.49 1.91
H 2.55 0.05 0.73
H 1.19 2.27 0.27
H 1.61 0.99 -1.00
H -1.30 1.97 -2.04
H -0.16 3.21 -1.52
H -1.71 3.17 -0.82
*
```

Results of the Löwdin charge analysis, in e, for atoms 1 through 8: -0.008, -0.367, -0.125, -0.146, -0.127, -0.359, 0.018, 0.058

***

# 8
Formula: C9H12O4P2
Source: the Open Molecules 2025 dataset
Level of theory: wB97M-V/def2-TZVPD

Energy above the lowest of the compared OMol25 structures with the same formula, charge and spin: 79.1 kJ/mol
E: -1333.87386 Eh
HOMO-LUMO gap: 6.04 eV

The geometry in ORCA input format:
```
! RIJCOSX wB97M-V def2-TZVPD def2/J DEFGRID3
* xyz -2 1
C -2.10 2.81 -0.53
C -1.47 2.52 0.66
C -1.92 2.01 -1.67
C -0.59 1.45 0.65
C -1.05 0.94 -1.67
C -0.37 0.63 -0.47
C -1.61 -2.04 0.09
C -0.20 -1.79 0.74
C 2.40 -1.54 0.81
O 3.67 0.86 1.62
O 4.59 -0.16 -0.46
O 0.97 -1.52 -1.69
O 2.12 0.57 -0.43
P 1.00 -0.81 -0.42
P 3.46 0.00 0.43
H -2.88 3.55 -0.30
H -1.76 3.09 1.54
H -2.44 2.30 -2.62
H -0.05 1.14 1.43
H -0.96 0.40 -2.59
H -2.03 -1.18 -0.45
H -1.64 -2.77 -0.64
H -2.21 -2.36 0.84
H 0.33 -2.68 1.03
H -0.38 -1.27 1.75
H 2.16 -1.70 1.92
H 2.97 -2.45 0.43
*
```

Results of the Löwdin charge analysis, in e, for atoms 1 through 8: -0.159, -0.127, -0.140, -0.091, -0.110, -0.211, -0.152, -0.317

***

# 9
Formula: C9H13BF2NO8
Source: the Open Molecules 2025 dataset
Level of theory: wB97M-V/def2-TZVPD

Energy above the lowest of the compared OMol25 structures with the same formula, charge and spin: 557.6 kJ/mol
E: -1232.12090 Eh
HOMO-LUMO gap: 8.19 eV

The geometry in ORCA input format:
```
! RIJCOSX wB97M-V def2-TZVPD def2/J DEFGRID3
* xyz -1 1
C 0.77 -0.62 1.96
C 0.96 0.06 0.47
C -0.45 0.33 -0.33
O -1.15 1.43 0.07
O -0.98 -0.46 -1.45
C -1.22 -1.86 -1.08
C -0.26 -2.81 -2.06
C 0.91 -3.48 -1.07
O 2.10 -3.92 -1.81
C 2.98 -2.78 -2.16
N 3.14 -2.50 -3.67
O 3.62 -2.02 -1.24
H 1.75 -0.32 2.58
H -0.14 -0.16 2.53
H 0.75 -1.80 1.92
H 1.74 -0.59 -0.11
H 1.47 1.13 0.61
H -1.10 -2.10 0.06
H -2.35 -2.10 -1.39
H -0.88 -3.63 -2.63
H 0.20 -2.07 -2.84
H 1.12 -2.77 -0.16
H 0.39 -4.46 -0.62
H 3.39 -3.44 -4.09
H 2.23 -2.21 -4.09
B -3.00 5.27 1.67
O -3.10 4.28 2.74
C -1.86 4.02 3.17
O -1.59 3.23 4.06
C -0.92 4.81 2.42
O 0.30 4.81 2.56
O -1.57 5.56 1.52
F -3.72 6.48 2.03
F -3.53 4.72 0.43
*
```

Results of the Löwdin charge analysis, in e, for atoms 1 through 8: -0.126, -0.146, -0.237, 0.001, -0.110, -0.172, -0.109, -0.176

***

# 10
Formula: C9H13BF3O13PPd
Source: the Open Molecules 2025 dataset
Level of theory: wB97M-V/def2-TZVPD

Energy above the lowest of the compared OMol25 structures with the same formula, charge and spin: 610.1 kJ/mol
⟨S²⟩: 2.03
E: -2122.31118 Eh
HOMO-LUMO gap (spin up / spin down): 3.94 / 3.94 eV

The geometry in ORCA input format:
```
! RIJCOSX wB97M-V def2-TZVPD def2/J DEFGRID3
* xyz -2 3
Pd 13.89 -14.79 2.71
B 10.98 -15.69 5.66
H 9.97 -15.97 5.93
H 10.99 -14.74 5.14
H 11.54 -15.63 6.58
H 11.33 -16.50 5.04
P 17.28 -14.66 6.17
O 16.96 -15.68 5.01
O 16.12 -13.62 5.86
O 18.62 -14.04 6.22
O 16.84 -15.02 7.59
C 16.73 -11.82 -5.73
C 16.90 -13.29 -5.80
O 16.66 -13.72 -4.49
C 16.84 -12.70 -3.63
O 16.71 -12.73 -2.40
O 16.87 -11.51 -4.30
F 18.28 -13.45 -5.99
H 15.68 -11.57 -5.91
H 17.40 -11.17 -6.29
H 16.45 -13.86 -6.61
C 9.89 -6.72 0.10
C 10.94 -6.71 -1.01
O 11.71 -7.80 -0.44
C 10.89 -8.66 -0.04
O 11.14 -9.89 0.14
O 9.66 -8.12 0.09
F 11.69 -5.61 -0.90
H 8.94 -6.28 -0.21
H 10.29 -6.32 1.03
H 10.58 -6.72 -2.04
C 15.43 -22.86 -2.21
C 15.94 -22.09 -3.36
O 15.68 -20.73 -3.04
C 15.14 -20.57 -1.86
O 14.78 -19.48 -1.38
O 14.93 -21.82 -1.36
F 15.42 -22.45 -4.49
H 16.27 -23.32 -1.69
H 14.46 -23.35 -2.32
H 17.00 -22.35 -3.44
*
```

Results of the Löwdin charge analysis, in e, for atoms 1 through 8: 0.000, -0.480, -0.137, -0.125, -0.120, -0.126, -0.080, -0.243

***

# 11
Formula: C9H13ClN2OS
Source: the Open Molecules 2025 dataset
Level of theory: wB97M-V/def2-TZVPD

Energy above the lowest of the compared OMol25 structures with the same formula, charge and spin: 29.8 kJ/mol
E: -1393.70420 Eh
HOMO-LUMO gap (spin up / spin down): 6.38 / 4.73 eV

The geometry in ORCA input format:
```
! RIJCOSX wB97M-V def2-TZVPD def2/J DEFGRID3
* xyz 0 1
C -4.23 0.97 -0.13
C -4.15 -0.06 0.82
C -3.28 1.03 -1.17
C -3.16 -1.03 0.78
C -2.18 0.18 -1.06
C -2.12 -0.91 -0.20
C 3.99 1.09 0.25
C 1.95 1.03 -0.95
C 2.39 -0.49 0.99
N 1.14 -0.98 0.98
N 2.71 0.58 0.19
O -0.88 -2.95 0.69
S -0.73 -1.95 -0.36
Cl 3.79 -2.29 -0.18
H -5.26 1.40 -0.07
H -5.00 -0.15 1.44
H -3.42 1.72 -1.99
H -3.06 -1.98 1.29
H -1.34 0.38 -1.82
H 4.60 0.34 -0.35
H 4.14 2.16 -0.13
H 4.55 0.95 1.22
H 0.88 0.77 -0.74
H 2.18 2.17 -0.94
H 2.20 0.49 -1.83
H 3.22 -0.62 1.67
H 1.06 -1.85 1.61
*
```

Results of the Löwdin charge analysis, in e, for atoms 1 through 8: -0.053, -0.080, -0.064, -0.037, -0.126, -0.449, -0.141, -0.038

***

# 12
Formula: C9H13ClN3
Source: the Open Molecules 2025 dataset
Level of theory: wB97M-V/def2-TZVPD

Energy above the lowest of the compared OMol25 structures with the same formula, charge and spin: 186.9 kJ/mol
Structure (SMILES): Cl[C@H](N1CCCC1)[n+]1ccncc1
E: -974.86976 Eh
HOMO-LUMO gap: 8.00 eV

The geometry in ORCA input format:
```
! RIJCOSX wB97M-V def2-TZVPD def2/J DEFGRID3
* xyz 1 1
Cl -0.49 -0.23 2.73
C -0.82 -0.03 1.04
N -0.19 -0.86 0.12
C 1.28 -1.05 0.03
C 1.56 -2.52 -0.33
C 0.22 -2.81 -1.19
C -0.90 -2.10 -0.40
N -0.47 1.42 0.60
C -0.26 2.45 1.45
C -0.42 3.75 0.95
N -0.36 4.03 -0.32
C -0.49 3.01 -1.11
C -0.62 1.67 -0.70
H -1.87 -0.07 1.00
H 1.91 -0.85 0.94
H 1.82 -0.40 -0.73
H 1.30 -3.13 0.61
H 2.60 -2.86 -0.83
H 0.50 -2.32 -2.20
H 0.01 -3.79 -1.40
H -1.72 -1.69 -1.07
H -1.41 -2.61 0.53
H 0.10 2.23 2.40
H -0.30 4.71 1.46
H -0.38 3.16 -2.14
H -0.59 0.86 -1.41
*
```

Results of the Löwdin charge analysis, in e, for atoms 1 through 8: 0.764, -0.655, -0.195, -0.216, -0.146, -0.161, -0.121, 0.005